(1)
Computed, not measured: C21H38AlBF3KLiMgN2O12P as an isolated structure at a distorted geometry, with the ωB97M-V functional and the def2-TZVPD basis.

Results
Multiplicity: 1
E_HOMO (eV): -6.25
LUMO (Ha): -0.12598
Total charge: 0
Max |F| (eV Å⁻¹): 4.20

Each line ends with the Mulliken charge.
Element x y z (Å)
C1 -4.824 -0.634 -0.567  -0.859
C2 -4.604 -0.230 0.869  1.519
O1 -3.867 0.747 1.098  -0.718
O2 -5.205 -0.837 1.964  -0.477
C3 -4.956 -2.267 1.992  -0.451
C4 -3.905 -2.563 3.045  -0.660
C5 -2.514 -1.989 2.664  0.252
C6 -2.138 -2.164 1.188  -0.448
B1 -1.408 -3.610 0.853  0.472
N1 -0.142 -3.837 1.702  -0.566
H1 -5.352 -1.599 -0.632  0.363
H2 -5.407 0.096 -1.145  0.457
H3 -3.844 -0.810 -1.039  0.024
H4 -4.675 -2.715 1.033  0.314
H5 -5.893 -2.771 2.287  0.425
H6 -4.216 -2.066 3.992  0.244
H7 -3.919 -3.637 3.280  0.391
H8 -2.419 -0.899 3.016  -0.453
H9 -1.767 -2.557 3.249  0.500
H10 -1.395 -1.374 0.955  0.024
H11 -2.969 -2.013 0.470  -0.211
H12 -1.027 -3.521 -0.309  -0.232
H13 -2.174 -4.564 0.888  -0.226
H14 0.697 -3.756 1.129  0.106
H15 -0.128 -4.808 2.003  0.175
Mg1 -3.806 0.698 3.020  0.719
C7 1.479 4.303 0.029  -0.993
C8 1.565 3.235 1.092  0.837
O3 2.629 2.743 1.430  -0.693
N2 0.405 2.833 1.670  0.189
C9 -0.936 3.300 1.404  -0.775
H16 2.480 4.519 -0.337  0.313
H17 0.869 3.953 -0.807  0.052
H18 1.056 5.219 0.447  0.360
H19 0.531 2.118 2.371  0.144
H20 -1.350 3.704 2.333  0.301
H21 -1.545 2.447 1.077  0.004
H22 -0.953 4.070 0.637  0.217
C10 4.069 -1.469 1.255  -1.014
C11 3.756 -2.237 -0.017  -0.128
O4 4.551 -3.404 -0.194  -0.645
C12 4.187 -4.644 0.517  0.407
O5 2.957 -4.944 0.326  -0.780
C13 4.601 -4.633 2.020  0.614
F1 5.805 -4.007 2.199  -0.303
F2 4.777 -5.890 2.470  -0.277
F3 3.735 -4.039 2.842  -0.225
H23 5.142 -1.448 1.452  0.256
H24 3.702 -0.443 1.175  0.383
H25 3.578 -1.913 2.117  0.219
H26 4.011 -1.587 -0.863  0.204
H27 2.689 -2.445 -0.109  0.241
H28 4.951 -5.350 0.089  -0.012
O6 -0.314 1.146 -1.107  -0.713
H29 -0.497 1.815 -0.443  0.085
C14 -0.871 3.697 -3.549  -0.517
C15 -0.667 2.410 -4.020  -0.653
C16 0.163 2.170 -5.088  -0.340
C17 0.816 3.225 -5.696  -1.115
C18 0.626 4.527 -5.239  -0.618
C19 -0.224 4.761 -4.163  -0.532
H30 -1.528 3.871 -2.706  0.320
H31 -1.163 1.563 -3.546  1.521
H32 0.312 1.163 -5.459  0.242
H33 1.480 3.024 -6.534  1.313
H34 1.139 5.355 -5.716  0.405
H35 -0.378 5.770 -3.803  0.405
Li1 0.633 3.615 -8.355  0.998
C20 1.042 3.293 5.943  -0.849
C21 -0.229 3.298 5.088  0.664
O7 -1.018 2.326 5.276  -0.660
O8 -0.353 4.251 4.302  -0.689
H36 1.075 2.427 6.604  0.292
H37 1.918 3.270 5.294  0.229
H38 1.077 4.197 6.551  0.258
Al1 -2.205 0.352 -2.964  0.277
O9 2.466 -0.587 -6.363  -0.476
P1 1.309 -1.572 -6.512  0.885
O10 1.789 -2.794 -7.286  -0.496
O11 0.159 -0.907 -7.272  -0.547
O12 0.813 -1.984 -5.129  -0.343
K1 5.745 -3.999 -1.736  1.072

(2)
Computed, not measured: C32H100Br2CaN8O14 as an isolated structure at a distorted geometry, with the ωB97M-V functional and the def2-TZVPD basis.

Results
Multiplicity: 1
E_HOMO (eV): -8.83
LUMO (Ha): 0.00955
Total charge: 0
Max |F| (eV Å⁻¹): 3.30

Each line ends with the Mulliken charge.
Element x y z (Å)
Ca1 -0.103 -0.031 1.453  0.231
Br1 -2.440 1.810 1.256  -0.820
Br2 2.557 -1.133 1.200  -0.752
O1 3.257 0.986 3.522  -0.763
H1 3.534 0.715 2.622  0.196
H2 3.292 0.153 4.020  0.407
O2 3.147 -1.752 4.368  -0.703
H3 3.947 -2.089 3.940  0.365
H4 2.528 -1.767 3.636  0.187
O3 -3.961 1.563 -1.726  -0.667
H5 -3.612 1.826 -0.848  0.159
H6 -4.903 1.794 -1.751  0.238
O4 -3.294 -1.195 -2.291  -0.585
H7 -3.647 -0.362 -1.954  0.278
H8 -4.106 -1.625 -2.628  0.268
O5 0.412 0.851 -0.579  1.920
H9 -0.225 1.057 -1.308  -0.273
H10 1.185 1.396 -0.749  -0.356
O6 0.550 1.264 3.207  0.101
H11 0.022 1.968 3.707  0.392
H12 1.503 1.295 3.478  0.221
C1 1.379 -4.704 2.159  -1.502
C2 0.948 -5.210 0.800  0.782
C3 -0.095 -6.367 0.992  -0.783
O7 0.464 -7.602 1.303  -0.407
C4 1.054 -8.313 0.262  -0.686
N1 0.320 -4.124 0.064  0.188
H13 0.587 -4.193 2.718  0.028
H14 2.197 -4.019 1.959  0.314
H15 1.785 -5.505 2.744  0.583
H16 1.805 -5.680 0.291  0.133
H17 -0.688 -6.416 0.098  0.544
H18 -0.719 -6.126 1.852  0.098
H19 1.179 -9.337 0.637  0.261
H20 2.032 -7.949 -0.083  0.253
H21 0.369 -8.391 -0.593  0.316
H22 0.336 -4.293 -0.948  0.086
H23 0.956 -3.363 0.192  -0.249
C5 -3.818 -2.968 1.329  -1.598
C6 -2.692 -1.960 1.583  0.765
C7 -2.070 -2.292 2.986  -0.814
O8 -1.031 -1.339 3.290  0.333
C8 -0.388 -1.609 4.540  -1.053
N2 -1.623 -1.936 0.556  0.341
H24 -3.589 -3.998 1.607  0.338
H25 -4.033 -3.036 0.266  0.395
H26 -4.786 -2.729 1.847  0.337
H27 -3.141 -0.943 1.560  0.140
H28 -1.670 -3.282 2.932  0.158
H29 -2.873 -2.215 3.725  0.430
H30 -0.328 -2.653 4.798  0.430
H31 -1.012 -1.198 5.342  0.258
H32 0.651 -1.260 4.643  0.238
H33 -2.028 -1.765 -0.376  0.028
H34 -1.226 -2.922 0.496  -0.026
C9 0.569 -4.311 -5.747  -1.343
C10 1.778 -4.711 -4.895  1.024
C11 1.347 -5.053 -3.446  -0.897
O9 0.470 -4.094 -2.876  -0.499
C12 1.057 -2.846 -2.658  -0.656
N3 2.436 -6.001 -5.445  -0.718
H35 0.851 -4.084 -6.763  0.427
H36 0.065 -3.450 -5.311  0.211
H37 -0.074 -5.210 -5.809  0.362
H38 2.493 -3.851 -4.981  -0.160
H39 2.241 -5.124 -2.876  0.373
H40 0.826 -6.012 -3.420  0.430
H41 1.947 -2.915 -2.005  0.408
H42 0.412 -2.179 -2.104  -0.020
H43 1.311 -2.340 -3.618  0.414
H44 2.525 -6.113 -6.436  0.218
H45 3.348 -6.177 -5.049  0.215
C13 -1.234 -0.049 -5.008  -1.848
C14 -0.313 0.507 -3.867  2.146
C15 0.764 1.546 -4.328  -1.056
O10 1.373 1.079 -5.522  -0.397
C16 2.030 2.114 -6.093  -0.818
N4 -1.173 1.219 -2.858  -0.251
H46 -1.896 -0.810 -4.621  0.443
H47 -0.639 -0.492 -5.771  0.473
H48 -1.877 0.728 -5.438  0.385
H49 0.195 -0.318 -3.341  -1.490
H50 1.491 1.679 -3.527  0.595
H51 0.217 2.449 -4.583  0.775
H52 1.422 3.007 -6.241  0.349
H53 2.451 1.798 -7.034  0.341
H54 2.945 2.519 -5.569  0.243
H55 -1.548 1.952 -3.416  0.356
H56 -2.028 0.681 -2.718  -0.315
C17 -1.774 5.555 4.138  -1.547
C18 -0.691 4.627 3.833  1.256
C19 0.600 5.133 4.542  -0.686
O11 0.913 6.389 4.002  -0.293
C20 1.685 7.275 4.857  -0.863
N5 -0.976 3.204 4.241  -0.509
H57 -1.483 6.593 3.843  0.336
H58 -1.995 5.593 5.208  0.396
H59 -2.627 5.178 3.548  0.360
H60 -0.462 4.661 2.757  -0.476
H61 1.445 4.474 4.327  0.359
H62 0.449 5.189 5.631  0.371
H63 1.874 8.232 4.338  0.256
H64 2.624 6.880 5.219  0.327
H65 1.103 7.565 5.703  0.354
H66 -1.714 2.905 3.578  -0.217
H67 -1.334 3.216 5.206  0.233
C21 -9.532 0.371 3.472  -1.584
C22 -8.454 1.207 4.091  0.591
C23 -7.084 0.710 3.720  -0.536
O12 -6.171 1.345 4.576  -0.418
C24 -4.769 1.039 4.463  -0.506
N6 -8.674 2.646 3.788  -0.656
H68 -9.436 -0.656 3.726  0.425
H69 -9.479 0.528 2.424  0.388
H70 -10.522 0.732 3.752  0.398
H71 -8.455 1.115 5.214  0.218
H72 -6.799 1.039 2.689  0.180
H73 -7.078 -0.364 3.872  0.319
H74 -4.317 1.380 5.364  0.301
H75 -4.427 1.602 3.584  0.239
H76 -4.525 -0.071 4.364  0.153
H77 -7.859 3.223 3.959  0.251
H78 -9.048 2.797 2.871  0.214
C25 -0.248 4.284 -0.607  -1.061
C26 1.008 4.111 -1.506  1.653
C27 1.551 5.469 -1.904  -1.009
O13 2.858 5.332 -2.513  -0.223
C28 3.516 6.543 -2.811  -0.818
N7 2.078 3.410 -0.758  -0.424
H79 -0.633 3.353 -0.253  -0.035
H80 -1.151 4.817 -0.957  0.374
H81 0.087 4.864 0.282  0.264
H82 0.756 3.477 -2.365  -0.897
H83 1.594 6.113 -1.035  0.377
H84 0.933 6.003 -2.649  0.429
H85 2.994 7.273 -3.437  0.293
H86 4.420 6.210 -3.323  0.214
H87 3.774 7.043 -1.867  0.331
H88 2.950 3.653 -1.157  0.298
H89 2.084 3.943 0.090  0.238
C29 7.466 -0.119 -2.220  -1.519
C30 6.027 -0.220 -1.699  0.856
C31 5.308 -1.515 -2.055  -0.309
O14 5.118 -1.703 -3.431  -0.432
C32 4.220 -0.844 -4.127  -0.645
N8 6.090 -0.150 -0.240  -0.606
H90 7.793 0.856 -1.847  0.447
H91 7.524 -0.219 -3.303  0.295
H92 7.990 -0.946 -1.759  0.353
H93 5.471 0.663 -2.187  -0.010
H94 4.350 -1.475 -1.534  -0.065
H95 5.789 -2.411 -1.691  0.378
H96 4.589 0.191 -4.305  0.435
H97 3.222 -0.713 -3.632  0.063
H98 4.010 -1.287 -5.109  0.339
H99 5.166 -0.140 0.153  0.091
H100 6.611 0.648 0.085  0.262

(3)
Computed, not measured: C10H10MgN2O4 as an isolated structure at a distorted geometry, with the ωB97M-V functional and the def2-TZVPD basis.

Results
Energy relative to the best compared isomer or geometry (same formula, charge and spin) (kJ/mol): 0.0
Multiplicity: 1
E_HOMO (eV): -15.64
LUMO (Ha): -0.32194
Total charge: +2
Max |F| (eV Å⁻¹): 5.07

Each line ends with the natural charge from an NBO analysis.
Element x y z (Å)
Mg1 0.039 -0.104 -1.415  1.598
O1 0.227 3.247 -0.416  -0.332
C1 0.157 2.132 -0.605  0.398
C2 -0.104 -2.442 -0.983  0.399
O2 -0.176 -3.595 -0.983  -0.327
C3 2.307 -0.242 -0.795  0.397
O3 3.438 -0.279 -0.703  -0.322
C4 -2.244 -0.035 -0.852  0.397
O4 -3.384 0.019 -0.787  -0.323
C5 0.074 0.541 -5.275  -0.412
H1 -0.827 1.151 -5.316  0.216
H2 1.029 1.065 -5.297  0.216
C6 0.010 -0.805 -5.332  -0.389
H3 0.915 -1.415 -5.403  0.218
H4 -0.950 -1.322 -5.423  0.218
C7 -0.216 1.194 4.622  -0.426
N1 -0.075 0.381 3.406  -0.307
C8 0.138 -0.990 3.391  -0.025
C9 0.213 -1.369 2.050  -0.120
N2 0.034 -0.219 1.274  -0.662
C10 -0.138 0.816 2.092  0.165
H5 -1.076 0.907 5.250  0.244
H6 0.674 1.166 5.274  0.244
H7 -0.366 2.241 4.352  0.230
H8 0.217 -1.565 4.304  0.260
H9 0.384 -2.369 1.666  0.225
H10 -0.303 1.891 1.903  0.220